# CH3Br2PS

2 unconnected molecules or ions with the total composition CH3Br2PS (the ωB97M-V functional and the def2-TZVPD basis, the Open Molecules 2025 dataset).

Atoms and positions in Å:
C (0.7712, 0.7447, -1.7133)
P (3.7721, 3.7442, 0.4279)
S (-0.2492, 2.2359, -1.3868)
Br (2.6322, 3.9542, -1.5149)
Br (2.2257, 3.3974, 1.8642)
H (1.6993, 0.9663, -1.9883)
H (0.3336, 0.0245, -2.4197)
H (0.8441, 0.0683, -0.9054)

Atoms 1-6, force components in eV/Å:
-4.3 -1.2 0.7
0.3 0.2 -1.1
0.5 -1.0 -0.3
0.3 0.0 0.6
-0.6 -0.1 0.5
3.8 1.3 -1.5

The spin multiplicity is 1. Its electronic energy is -5927.41195 a.u. As for the net charge: 0. The frontier orbital gap (alpha / beta) comes out at 7.54 / 6.81 eV. The highest occupied orbital energy (alpha / beta) is -9.2 / -8.5 eV.

---

# C21H23BMoN11O3

A molecular structure, C21H23BMoN11O3 (the ωB97M-V functional and the def2-TZVPD basis, the Open Molecules 2025 dataset).

Atoms and positions in Å:
Mo (-0.1652, -0.6464, 0.0597)
C (0.1405, 1.8076, -2.5258)
C (0.3395, 2.2109, -1.1048)
C (0.6586, 3.4402, -0.5673)
C (0.7341, 3.2513, 0.8100)
N (0.4892, 1.9788, 1.1050)
N (0.2273, 1.3246, -0.0717)
B (0.4726, 1.2318, 2.5047)
N (-0.9472, 0.6308, 2.6535)
C (-1.9217, 0.9439, 3.4916)
C (-3.1415, 0.5948, 2.9304)
C (-2.8669, 0.0861, 1.6908)
C (-3.9455, -0.1317, 0.6759)
N (-1.4904, 0.0131, 1.5248)
N (1.4485, 0.0277, 2.4306)
C (2.4394, -0.2851, 3.2540)
C (3.1471, -1.3446, 2.7193)
C (2.5307, -1.6610, 1.5239)
C (3.0352, -2.6754, 0.5541)
N (1.4531, -0.8293, 1.3668)
N (0.9066, 2.1563, 3.5844)
C (2.1016, 2.8202, 3.6544)
C (2.1820, 3.3837, 4.8925)
C (0.9877, 3.0110, 5.5547)
C (0.5612, 3.3487, 6.9502)
N (0.2333, 2.2705, 4.7687)
H (-0.2579, 2.6410, -3.0995)
H (-0.5390, 0.9632, -2.6123)
H (1.0946, 1.5230, -2.9730)
H (0.8091, 4.3607, -1.1052)
H (0.9416, 3.9657, 1.5914)
H (-1.6737, 1.4338, 4.4215)
H (-4.1191, 0.7624, 3.3505)
H (-4.5170, -1.0357, 0.8847)
H (-3.6083, -0.1285, -0.3535)
H (-4.6369, 0.7048, 0.7702)
H (2.6014, 0.2747, 4.1618)
H (4.0261, -1.8156, 3.1254)
H (2.5435, -3.6393, 0.6808)
H (4.0926, -2.8330, 0.7550)
H (2.9485, -2.3364, -0.4721)
H (2.7976, 2.8325, 2.8298)
H (2.9811, 3.9918, 5.2847)
H (1.1232, 4.1969, 7.3336)
H (0.7317, 2.5059, 7.6203)
H (-0.5002, 3.5854, 6.9857)
O (1.0201, -1.1378, -1.3924)
N (1.2163, -2.0315, -2.3454)
C (0.9073, -3.2510, -2.0522)
C (0.3328, -3.3930, -0.7518)
N (-0.0674, -3.0337, 0.2656)
C (1.1186, -4.3067, -2.9941)
N (1.2407, -5.1862, -3.7199)
C (-3.7423, -2.9079, -1.3467)
O (-2.7338, -2.4719, -0.3597)
C (-1.8855, -1.5862, -0.7052)
O (-1.7153, -0.9693, -1.7327)
H (-3.4343, -3.8886, -1.6956)
H (-3.7981, -2.1928, -2.1617)
H (-4.6769, -2.9709, -0.8020)

Atoms 1-6, force components in eV/Å:
-0.3 -0.7 -0.3
0.1 0.0 0.1
-0.1 -0.1 0.1
0.0 0.1 0.1
0.0 0.3 -0.1
0.0 -0.2 -0.1

The spin multiplicity is 2. Its electronic energy is -1734.54565 a.u. As for the net charge: +2. The frontier orbital gap (alpha / beta) comes out at 5.25 / 5.79 eV. As for the expectation value of S²: 0.7715. The highest occupied orbital energy (alpha / beta) is -14.5 / -14.5 eV.

---

# CH5N2S

2 unconnected molecules or ions with the total composition CH5N2S (the ωB97M-V functional and the def2-TZVPD basis, the Open Molecules 2025 dataset).

Atoms and positions in Å:
C (-0.0327, -1.3272, 1.8015)
N (0.0440, -2.6101, 2.0600)
N (-0.2593, 1.1038, -0.8388)
S (-0.5092, -1.4158, 3.3853)
H (0.0779, -0.6563, 0.9578)
H (0.8539, -3.2247, 2.0411)
H (-0.7838, 1.9134, -0.5297)
H (-0.7075, 0.7297, -1.6671)
H (0.6713, 1.4126, -1.0951)

Atoms 1-6, force components in eV/Å:
-0.3 -1.5 0.1
-0.4 1.4 -0.1
0.1 -0.5 0.5
0.1 -0.2 0.2
0.2 0.5 -0.5
0.2 0.0 0.1

The spin multiplicity is 1. Its electronic energy is -548.41697 a.u. As for the net charge: +1. The frontier orbital gap comes out at 7.54 eV. The highest occupied orbital energy is -14.1 eV.

---

# C16H12N6O3RuSe

A molecular structure, C16H12N6O3RuSe (the ωB97M-V functional and the def2-TZVPD basis, the Open Molecules 2025 dataset).

Atoms and positions in Å:
Ru (-0.1398, -0.2109, -0.1408)
N (0.2488, 2.3076, -1.2033)
C (1.7747, 2.1665, 1.0344)
C (2.2707, 0.7130, 0.9619)
O (3.4174, 0.4778, 0.6717)
N (1.3416, -0.2623, 1.2898)
C (1.8012, -1.6115, 1.5917)
C (1.3229, -2.5793, 0.5053)
O (1.8349, -3.6232, 0.2624)
O (0.2117, -2.1251, -0.1337)
H (0.4627, 3.0490, -1.8882)
H (-0.7549, 2.1312, -1.2450)
H (1.4384, 2.3064, 2.0666)
H (2.6806, 2.7490, 0.9115)
H (1.3117, -1.9237, 2.5196)
H (2.8784, -1.6644, 1.7276)
Se (0.1857, 7.6432, 1.4810)
N (1.1481, 6.5931, 0.4221)
C (0.6672, 5.3851, 0.5175)
C (1.2028, 4.2223, -0.1764)
C (2.1687, 4.1455, -1.1241)
C (2.6841, 2.9261, -1.7462)
C (2.2372, 1.6245, -1.8245)
N (0.9736, 1.1558, -1.5608)
C (0.6416, 2.8868, 0.1936)
C (-0.6610, 2.8320, 0.9399)
N (-1.2831, 1.6340, 0.9148)
C (-2.4340, 1.5156, 1.5880)
C (-2.9903, 2.5724, 2.2918)
C (-2.3670, 3.8055, 2.2732)
C (-1.1721, 3.9519, 1.5684)
C (-0.4692, 5.2386, 1.4085)
N (-0.8771, 6.3213, 2.0040)
H (2.6697, 5.0627, -1.4114)
H (3.6577, 3.0591, -2.2001)
H (2.9214, 0.8662, -2.1804)
H (-2.9206, 0.5496, 1.5573)
H (-3.9177, 2.4241, 2.8259)
H (-2.7920, 4.6629, 2.7791)

Atoms 1-6, force components in eV/Å:
0.4 0.1 0.3
0.1 0.0 -0.1
0.0 -0.1 0.0
0.0 0.1 -0.1
0.0 0.0 0.2
-0.1 -0.1 -0.3

The spin multiplicity is 6. Its electronic energy is -3667.07785 a.u. As for the net charge: +1. The frontier orbital gap (alpha / beta) comes out at 7.26 / 5.70 eV. As for the expectation value of S²: 8.7743. The highest occupied orbital energy (alpha / beta) is -11.3 / -11.4 eV.

---

# C5H4N

2 unconnected molecules or ions with the total composition C5H4N (the ωB97M-V functional and the def2-TZVPD basis, the Open Molecules 2025 dataset).

Atoms and positions in Å:
C (0.7562, -0.0236, -0.8824)
C (2.0520, 0.0253, -0.7567)
C (-1.4885, 0.3275, 1.1429)
C (-0.4132, -0.2441, -1.0631)
C (-2.6735, 0.2505, 1.5740)
N (3.1689, -0.1395, -0.7395)
H (-0.7194, -0.3222, 1.4479)
H (-3.5965, 0.8058, 1.7830)
H (-1.2948, -0.3728, -1.8486)
H (4.2088, -0.3069, -0.6575)

Atoms 1-6, force components in eV/Å:
-1.8 0.2 0.2
0.3 -0.4 0.0
-4.0 -1.6 2.1
-2.5 0.0 -3.5
2.0 2.7 -1.8
4.4 -0.3 0.4

The spin multiplicity is 1. Its electronic energy is -247.13855 a.u. As for the net charge: +1. The frontier orbital gap comes out at 8.21 eV. The highest occupied orbital energy is -14.0 eV.

---

# C8H13NO

2 unconnected molecules or ions with the total composition C8H13NO (the ωB97M-V functional and the def2-TZVPD basis, the Open Molecules 2025 dataset).

Atoms and positions in Å:
C (-3.1390, 1.4430, 0.1204)
C (-2.5879, 0.7105, -1.0891)
C (-3.5271, -0.0726, -2.0525)
C (-2.6238, -1.3002, -1.9402)
C (-2.5296, -1.8137, -0.5458)
C (-3.6681, -1.8895, 0.4444)
C (-1.7394, -0.5659, -0.9052)
C (-0.3042, -0.5585, -0.8698)
N (0.8447, -0.4969, -1.0582)
H (-3.7593, 0.7990, 0.7549)
H (-2.3206, 1.8428, 0.7358)
H (-3.7588, 2.2897, -0.2092)
H (-1.9979, 1.4160, -1.6900)
H (-3.5496, 0.3561, -3.0601)
H (-4.5614, -0.2160, -1.7096)
H (-2.2550, -1.8793, -2.7863)
H (-1.8607, -2.6767, -0.4881)
H (-4.4628, -1.1629, 0.2405)
H (-4.1194, -2.8902, 0.3930)
H (-3.3126, -1.7282, 1.4711)
O (2.1718, -1.1332, 1.6121)
H (2.4275, -0.9471, 0.6758)
H (1.3878, -0.6030, 1.7824)

Atoms 1-6, force components in eV/Å:
-0.1 0.1 0.1
0.2 0.1 -0.1
-0.2 0.0 -0.1
0.2 -0.2 -0.3
0.1 0.0 0.1
-0.2 0.0 0.1

The spin multiplicity is 1. Its electronic energy is -442.56415 a.u. As for the net charge: 0. The frontier orbital gap comes out at 10.71 eV. The highest occupied orbital energy is -10.0 eV.

---

# C34H48N4S2Si2Yb

A molecular structure, C34H48N4S2Si2Yb (the ωB97M-V functional and the def2-TZVPD basis, the Open Molecules 2025 dataset).

Atoms and positions in Å:
Yb (-0.1439, 0.7578, 0.8614)
C (-0.4068, 0.8529, 4.9481)
Si (0.3894, -0.0911, 3.4890)
C (0.1710, -1.9264, 3.9404)
C (2.2735, 0.2578, 3.5989)
C (2.8161, 0.4760, 4.8708)
C (4.1681, 0.7027, 5.0675)
C (5.0213, 0.7149, 3.9737)
C (4.5035, 0.5022, 2.7068)
C (3.1398, 0.2728, 2.4878)
Si (2.5558, 0.0027, 0.6811)
C (2.8841, -1.8363, 0.2973)
C (3.7999, 0.9246, -0.4379)
H (-0.1738, 0.3699, 5.9002)
H (-1.4949, 0.8705, 4.8572)
H (-0.0628, 1.8886, 5.0175)
H (0.6152, -2.1316, 4.9172)
H (0.6533, -2.5841, 3.2137)
H (-0.8862, -2.1991, 3.9892)
H (2.1655, 0.4685, 5.7384)
H (4.5549, 0.8657, 6.0655)
H (6.0813, 0.8898, 4.1081)
H (5.1853, 0.5233, 1.8635)
H (3.9326, -2.0727, 0.4958)
H (2.6807, -2.0673, -0.7521)
H (2.2726, -2.4992, 0.9135)
H (4.7762, 0.4325, -0.4358)
H (3.9572, 1.9631, -0.1384)
H (3.4506, 0.9305, -1.4734)
S (-0.8309, 0.6121, -1.8338)
C (-1.1360, -1.0043, -2.1358)
N (-0.8192, -1.5873, -3.2802)
C (-1.1884, -2.9830, -3.5355)
C (-2.5523, -3.2286, -2.9368)
N (-2.4883, -2.9236, -1.5064)
C (-3.1655, -3.8865, -0.6145)
C (-2.4264, -5.2002, -0.5944)
C (-1.1469, -5.2738, -0.0477)
C (-0.4564, -6.4742, -0.0579)
C (-1.0386, -7.6097, -0.6069)
C (-2.3135, -7.5438, -1.1439)
C (-3.0049, -6.3392, -1.1398)
C (-1.7821, -1.8961, -1.0660)
S (-1.5068, -1.5890, 0.5655)
C (-0.0651, -0.8647, -4.3180)
C (-0.9244, 0.0797, -5.1249)
C (-2.0995, -0.3608, -5.7247)
C (-2.8633, 0.5047, -6.4908)
C (-2.4511, 1.8174, -6.6713)
C (-1.2780, 2.2601, -6.0814)
C (-0.5207, 1.3953, -5.3048)
H (-0.4406, -3.6501, -3.0956)
H (-1.2004, -3.1354, -4.6119)
H (-2.8367, -4.2739, -3.0381)
H (-3.3139, -2.6007, -3.4085)
H (-4.1756, -4.0168, -1.0069)
H (-3.2299, -3.4334, 0.3717)
H (-0.6968, -4.3954, 0.3988)
H (0.5338, -6.5277, 0.3747)
H (-0.4991, -8.5473, -0.6069)
H (-2.7741, -8.4281, -1.5631)
H (-4.0070, -6.2915, -1.5507)
H (0.3809, -1.6288, -4.9549)
H (0.7413, -0.3188, -3.8262)
H (-2.4240, -1.3889, -5.6089)
H (-3.7740, 0.1528, -6.9569)
H (-3.0432, 2.4922, -7.2749)
H (-0.9522, 3.2822, -6.2210)
H (0.3870, 1.7462, -4.8297)
C (2.0421, 3.6130, 1.5283)
C (0.8703, 3.6232, 2.4957)
N (-0.2138, 4.5323, 2.1104)
C (-0.0649, 5.9494, 2.4713)
C (0.5467, 6.8118, 1.3742)
C (-1.2363, 4.0865, 1.3880)
C (-2.3606, 5.0356, 1.0623)
N (-1.2904, 2.8348, 0.9990)
H (2.7646, 2.8592, 1.8395)
H (2.5470, 4.5776, 1.5034)
H (1.7267, 3.3825, 0.5066)
H (1.2057, 3.9239, 3.4892)
H (0.4435, 2.6207, 2.6267)
H (0.5679, 5.9748, 3.3579)
H (-1.0317, 6.3451, 2.7780)
H (1.5513, 6.4800, 1.1234)
H (0.6073, 7.8469, 1.7094)
H (-0.0495, 6.7905, 0.4620)
H (-2.8192, 5.4151, 1.9754)
H (-3.1231, 4.5251, 0.4805)
H (-2.0068, 5.8897, 0.4873)
H (-2.1730, 2.6822, 0.5251)

Atoms 1-6, force components in eV/Å:
-0.5 0.6 -0.3
0.0 0.0 -0.1
0.3 -0.2 0.4
0.0 0.1 -0.1
-0.2 0.0 0.1
0.0 0.0 0.1

The spin multiplicity is 2. Its electronic energy is -4077.29344 a.u. As for the net charge: +1. The frontier orbital gap (alpha / beta) comes out at 5.02 / 5.26 eV. As for the expectation value of S²: 0.7549. The highest occupied orbital energy (alpha / beta) is -8.9 / -9.1 eV.

---

# C5H10LuO3

A molecular structure, C5H10LuO3 (the ωB97M-V functional and the def2-TZVPD basis, the Open Molecules 2025 dataset).

Atoms and positions in Å:
O (1.3852, 1.6074, -0.6100)
C (2.1326, 0.6512, 0.0493)
C (1.4916, -0.6856, 0.2196)
O (0.3900, -0.8512, -0.5860)
C (-0.5879, -1.8570, -0.3020)
C (-1.7560, -1.2091, 0.4093)
O (-2.0784, -0.0073, -0.3022)
C (-3.3853, 0.5017, -0.0299)
Lu (-0.4209, 1.2094, -0.9308)
H (3.0039, 0.4977, -0.6214)
H (1.5037, -1.2771, 1.1378)
H (-0.1583, -2.6622, 0.3056)
H (-0.8988, -2.2503, -1.2767)
H (-1.5150, -0.9538, 1.4521)
H (-2.6190, -1.8882, 0.3987)
H (-3.3971, 1.5554, -0.3249)
H (-4.1209, -0.0542, -0.6256)
H (-3.6071, 0.4040, 1.0413)
H (2.1429, 1.1036, 1.1701)

Atoms 1-6, force components in eV/Å:
-1.0 0.4 -0.6
1.4 0.3 2.7
0.0 0.0 1.2
-0.8 0.8 -1.0
-0.6 -0.9 -0.1
0.0 -1.1 0.7

The spin multiplicity is 2. Its electronic energy is -1657.03738 a.u. As for the net charge: +2. The frontier orbital gap (alpha / beta) comes out at 6.00 / 9.04 eV. As for the expectation value of S²: 0.7539. The highest occupied orbital energy (alpha / beta) is -15.8 / -18.9 eV.